Entry 1:
{
  "formula": "C3H7NO3",
  "method": "ωB97M-V with the def2-TZVPD basis set",
  "symbols": ["O", "C", "C", "N", "C", "O", "H", "H", "H", "H", "H", "O", "H", "H"],
  "xyz": [[-1.114, -1.041, -0.627], [-0.164, -0.608, -1.200], [0.027, 0.907, -0.887], [-1.058, 1.845, -1.361], [-1.690, 2.722, -0.448], [-1.528, 2.920, 0.750], [0.657, -1.058, -1.801], [0.955, 0.997, -1.420], [0.025, 1.122, 0.204], [-1.797, 1.561, -1.972], [-2.267, 3.469, -1.105], [2.338, -4.179, 3.400], [2.902, -4.861, 3.864], [2.714, -3.795, 2.603]],
  "forces_ev_per_a": [[-0.540, -2.620, -0.656], [-0.959, 3.164, 2.045], [-0.870, -0.006, -0.760], [0.642, -0.090, 2.002], [0.612, 1.621, -0.023], [0.165, -1.004, -2.147], [-0.628, -0.632, 0.089], [0.750, 1.807, 0.062], [0.679, -0.613, -0.680], [0.200, -0.603, -0.904], [-0.054, -1.021, 0.968], [0.004, -0.913, 1.201], [-0.579, 1.457, -1.472], [0.578, -0.547, 0.275]],
  "de_lowest_kcal_mol": 73.0,
  "smiles": "O=CCNC=O.O"
}

---

Entry 2:
{
  "formula": "C3HNOS3",
  "method": "ωB97M-V with the def2-TZVPD basis set",
  "symbols": ["C", "C", "C", "N", "O", "S", "S", "S", "H"],
  "xyz": [[-1.390, -1.861, -0.554], [-0.162, -1.964, -2.920], [-0.720, -0.833, 0.017], [-0.463, 0.409, -0.001], [-0.233, -0.863, -3.372], [-2.906, -2.544, -0.618], [0.340, -3.457, -3.246], [0.049, -2.295, 0.782], [0.318, 0.677, 0.599]],
  "forces_ev_per_a": [[0.338, -0.230, -1.330], [-0.426, 2.078, -0.130], [1.026, -0.367, 0.131], [-0.256, 1.226, -0.033], [-0.158, -0.835, 0.838], [-0.853, -0.249, 0.003], [0.189, -1.128, 0.186], [0.316, -0.009, 0.363], [-0.176, -0.486, -0.027]],
  "de_lowest_kcal_mol": 77.8,
  "total_charge": -2
}

---

Entry 3:
{
  "formula": "C37H56N6OSTcTe",
  "method": "ωB97M-V with the def2-TZVPD basis set",
  "symbols": ["Tc", "O", "N", "C", "C", "C", "C", "C", "S", "H", "H", "H", "H", "N", "C", "C", "C", "N", "C", "C", "N", "C", "H", "H", "H", "H", "H", "H", "H", "H", "H", "H", "H", "H", "H", "H", "H", "H", "C", "C", "C", "C", "C", "C", "C", "C", "C", "C", "C", "C", "N", "C", "C", "N", "C", "C", "C", "C", "C", "C", "C", "C", "C", "C", "C", "C", "H", "H", "H", "H", "H", "H", "H", "H", "H", "H", "H", "H", "H", "H", "H", "H", "H", "H", "H", "H", "H", "H", "H", "H", "H", "H", "H", "H", "H", "H", "H", "H", "H", "H", "H", "H", "Te"],
  "xyz": [[0.414, -0.356, -0.287], [1.838, -1.999, 0.064], [1.675, -3.128, -0.578], [2.266, -4.237, -0.085], [2.112, -5.454, -0.698], [1.360, -5.542, -1.863], [0.784, -4.398, -2.356], [0.920, -3.185, -1.687], [0.095, -1.698, -2.185], [2.838, -4.078, 0.815], [2.581, -6.324, -0.259], [1.226, -6.489, -2.369], [0.214, -4.401, -3.276], [2.281, 6.507, 0.191], [3.403, 3.728, -0.503], [2.946, 2.869, 0.626], [3.567, 1.462, 0.465], [2.655, 0.457, 1.018], [3.833, 1.136, -1.012], [2.808, 1.755, -1.956], [1.456, 1.197, -1.732], [2.849, 3.307, -1.830], [2.665, 5.588, -0.048], [1.274, 6.378, 0.195], [2.485, 7.109, -0.600], [4.464, 3.981, -0.493], [1.857, 2.759, 0.578], [3.192, 3.291, 1.604], [4.529, 1.445, 0.991], [2.511, 0.605, 2.012], [3.047, -0.473, 0.905], [3.835, 0.051, -1.155], [4.823, 1.511, -1.291], [3.096, 1.494, -2.975], [1.161, 0.770, -2.610], [0.814, 1.965, -1.562], [1.828, 3.692, -1.957], [3.443, 3.728, -2.643], [-1.849, 3.714, 2.986], [-0.586, 3.393, 2.175], [0.044, 2.099, 2.699], [-0.869, 3.524, 0.673], [-0.934, 4.846, 0.220], [-1.175, 5.169, -1.101], [-1.376, 4.142, -2.014], [-1.333, 2.812, -1.613], [-1.668, 1.709, -2.598], [-3.162, 1.377, -2.511], [-1.268, 2.029, -4.040], [-1.063, 2.481, -0.259], [-1.019, 1.122, 0.103], [-2.039, 0.703, 0.963], [-2.033, -0.595, 1.324], [-0.994, -1.373, 0.822], [-1.094, -2.766, 1.017], [-0.374, -3.357, 2.078], [-0.376, -4.743, 2.219], [-1.093, -5.544, 1.344], [-1.863, -4.953, 0.351], [-1.895, -3.570, 0.185], [-2.840, -2.939, -0.817], [-2.924, -3.698, -2.144], [-4.247, -2.826, -0.214], [0.304, -2.475, 3.111], [-0.497, -2.509, 4.418], [1.765, -2.844, 3.374], [-1.610, 3.769, 4.053], [-2.598, 2.932, 2.847], [-2.289, 4.667, 2.683], [0.131, 4.193, 2.385], [-0.711, 1.346, 2.931], [0.603, 2.322, 3.615], [0.723, 1.661, 1.974], [-0.783, 5.645, 0.944], [-1.213, 6.205, -1.417], [-1.589, 4.382, -3.050], [-1.136, 0.814, -2.277], [-3.767, 2.256, -2.758], [-3.421, 1.048, -1.502], [-3.415, 0.574, -3.211], [-1.954, 2.751, -4.497], [-1.289, 1.118, -4.641], [-0.256, 2.436, -4.096], [-2.806, 1.402, 1.275], [-2.800, -1.041, 1.947], [0.180, -5.202, 3.033], [-1.075, -6.623, 1.450], [-2.461, -5.584, -0.298], [-2.481, -1.928, -1.017], [-3.458, -4.646, -2.030], [-1.932, -3.907, -2.549], [-3.466, -3.098, -2.879], [-4.633, -3.818, 0.042], [-4.931, -2.365, -0.933], [-4.242, -2.214, 0.687], [0.281, -1.459, 2.722], [-1.532, -2.210, 4.242], [-0.503, -3.517, 4.845], [-0.064, -1.827, 5.155], [1.875, -3.890, 3.680], [2.174, -2.220, 4.174], [2.362, -2.676, 2.476], [1.402, -1.245, -4.212]],
  "forces_ev_per_a": [[-0.604, -0.214, -0.947], [0.234, -0.014, 0.224], [-0.049, 0.076, -0.086], [0.091, -0.261, 0.019], [0.160, 0.076, 0.141], [-0.034, -0.047, -0.078], [-0.056, 0.126, -0.087], [-0.139, -0.059, -0.188], [0.020, 0.204, 0.468], [-0.026, 0.028, 0.009], [0.004, 0.029, 0.013], [0.009, 0.014, 0.009], [0.000, 0.043, 0.040], [-0.065, 0.029, 0.001], [0.421, -0.843, -0.192], [-0.169, 0.226, -0.002], [-0.099, -0.187, -0.102], [0.056, 0.014, 0.284], [-0.103, -0.017, 0.053], [0.082, -0.137, 0.097], [-0.102, 0.086, 0.237], [-0.073, 0.223, -0.002], [-0.022, 0.175, 0.072], [0.027, 0.006, -0.017], [-0.008, 0.008, 0.000], [-0.126, 0.363, 0.075], [0.029, -0.001, -0.015], [0.006, -0.037, -0.002], [0.080, 0.073, 0.017], [0.022, 0.007, -0.008], [-0.084, -0.044, -0.017], [0.015, 0.006, 0.002], [-0.004, -0.037, -0.003], [-0.012, -0.050, -0.049], [0.043, 0.010, -0.071], [0.009, 0.006, -0.061], [-0.001, 0.006, 0.006], [0.008, -0.011, -0.005], [0.022, 0.035, 0.035], [-0.130, -0.108, -0.022], [0.069, 0.053, 0.050], [0.110, 0.128, -0.008], [0.009, -0.040, 0.050], [-0.019, -0.038, -0.004], [0.067, -0.016, 0.001], [-0.017, 0.051, -0.011], [-0.065, 0.091, -0.105], [0.013, -0.062, 0.043], [-0.074, 0.018, 0.031], [-0.140, -0.163, 0.072], [0.028, 0.163, 0.421], [0.159, 0.069, -0.365], [0.223, -0.255, -0.337], [-0.242, 0.142, 0.431], [0.174, 0.175, 0.311], [0.046, -0.040, -0.103], [0.015, 0.100, -0.009], [-0.030, 0.030, -0.017], [0.009, -0.009, 0.050], [0.002, -0.055, 0.029], [-0.102, -0.042, -0.079], [0.073, -0.002, 0.012], [0.021, 0.000, -0.028], [0.057, -0.150, 0.125], [0.003, 0.024, -0.015], [-0.012, -0.004, -0.065], [-0.016, -0.016, -0.037], [0.015, 0.024, 0.012], [0.010, -0.022, 0.010], [0.019, 0.035, -0.028], [0.036, 0.001, -0.047], [-0.052, -0.007, -0.005], [-0.014, 0.011, 0.020], [-0.006, -0.042, -0.014], [-0.002, -0.023, -0.001], [0.024, -0.022, 0.034], [0.071, -0.010, 0.005], [0.015, -0.032, -0.003], [0.005, 0.012, -0.031], [0.008, 0.032, 0.028], [0.047, -0.008, 0.017], [-0.006, 0.015, 0.003], [-0.008, -0.029, -0.013], [0.024, 0.005, -0.008], [-0.008, -0.015, 0.004], [-0.011, 0.016, -0.035], [-0.010, 0.015, 0.002], [0.021, 0.017, -0.003], [0.038, 0.007, 0.027], [0.019, 0.023, -0.014], [-0.075, 0.029, 0.017], [-0.003, -0.026, 0.009], [0.008, 0.036, -0.013], [0.014, -0.021, 0.028], [-0.002, -0.016, -0.007], [-0.026, 0.041, -0.057], [0.018, -0.011, 0.008], [-0.005, 0.037, -0.007], [-0.013, -0.025, -0.015], [0.002, 0.044, 0.009], [-0.005, -0.020, -0.004], [-0.010, -0.016, 0.010], [0.068, -0.010, -0.225]],
  "energy_ev": -70592.953,
  "multiplicity": 3,
  "total_charge": -1
}

---

Entry 4:
{
  "formula": "C8H8N3O2",
  "method": "ωB97M-V with the def2-TZVPD basis set",
  "symbols": ["O", "N", "N", "N", "C", "O", "C", "C", "C", "C", "C", "C", "C", "H", "H", "H", "H", "H", "H", "H", "H"],
  "xyz": [[0.546, -2.579, 0.323], [-0.065, -1.961, 1.271], [0.688, -0.912, 1.875], [-0.087, -0.048, 2.613], [-1.387, 0.079, 2.017], [-2.403, 0.398, 2.688], [-1.423, -0.344, 0.644], [-0.538, 0.171, -0.302], [-0.572, -0.444, -1.597], [0.249, 0.008, -2.589], [1.099, 1.063, -2.395], [1.356, 1.454, -1.113], [0.505, 1.053, -0.009], [1.209, -0.440, 1.186], [-0.286, -0.467, 3.576], [-2.471, -0.554, 0.207], [-1.272, -1.304, -1.633], [0.424, -0.414, -3.604], [1.813, 1.491, -3.209], [1.978, 2.269, -0.925], [0.637, 1.482, 0.974]],
  "forces_ev_per_a": [[-1.156, 2.411, 2.483], [0.982, -1.560, -0.970], [0.635, -2.516, 0.480], [-1.854, -1.047, 1.963], [-2.601, 0.366, 0.227], [2.272, -0.538, -0.505], [-2.649, 0.390, -0.179], [0.699, -0.316, -0.904], [-0.485, -0.240, 0.627], [-0.131, -1.050, -2.262], [3.047, 1.355, -0.531], [-2.641, 0.055, 1.999], [1.143, 0.406, -2.558], [1.042, 0.762, -1.096], [0.607, 0.919, -1.572], [1.722, 0.046, 1.112], [0.671, 0.626, -0.548], [-1.108, -0.281, 0.804], [-1.574, -0.999, 1.238], [1.420, 1.047, 0.267], [-0.042, 0.165, -0.075]],
  "de_lowest_kcal_mol": 58.7,
  "smiles": "O=NNN/C([O-])=C\\c1ccccc1",
  "total_charge": -1
}